The following is a quantum chemistry calculation of a 3-piece molecular cluster, C32H32F17N3O3 overall, from the Open Molecules 2025 dataset.

Summary:
molar mass	829.6	g/mol
gap between HOMO and LUMO	0.318	Ha

Each line ends with the Mulliken charge.
Atoms and positions in Å:
H (-2.813, 4.784, -2.109)  0.2736
N (-3.305, 4.737, -3.000)  -0.7051
C (-3.789, 3.585, -3.183)  -0.0208
C (-3.667, 2.442, -2.214)  -1.0016
C (-2.892, 1.271, -2.773)  0.8413
C (-1.586, 1.454, -3.161)  -0.8731
C (-0.844, 0.376, -3.664)  -0.6453
C (-1.395, -0.878, -3.776)  1.1086
C (-0.550, -2.021, -4.266)  -1.7311
O (0.142, -2.598, -3.162)  -0.2593
C (1.535, -2.359, -3.148)  -0.3157
C (2.058, -2.487, -1.737)  -0.2940
C (1.908, -3.918, -1.223)  -1.2268
C (-2.735, -1.086, -3.384)  0.4792
N (-3.271, -2.348, -3.480)  -0.4411
C (-4.481, -2.435, -3.079)  0.1075
F (-5.044, -3.644, -3.112)  -0.3321
C (-5.288, -1.375, -2.579)  0.6623
C (-6.702, -1.593, -2.127)  -0.7892
C (-7.612, -2.286, -3.151)  -0.5856
C (-9.070, -2.170, -2.764)  0.5404
C (-10.023, -1.687, -3.650)  -0.4599
C (-11.357, -1.623, -3.266)  -0.5301
C (-11.757, -2.029, -2.007)  -0.4421
C (-10.813, -2.529, -1.116)  -0.5696
C (-9.482, -2.591, -1.500)  -0.3395
N (-4.785, -0.183, -2.482)  -0.4611
C (-3.481, -0.007, -2.885)  0.0096
H (-4.350, 3.411, -4.094)  0.4159
H (-3.176, 2.796, -1.311)  0.3418
H (-4.667, 2.129, -1.930)  0.2880
H (-1.118, 2.421, -3.073)  0.4202
H (0.180, 0.524, -3.965)  0.4114
H (0.161, -1.662, -5.006)  0.5712
H (-1.159, -2.779, -4.749)  0.4434
H (2.039, -3.113, -3.761)  0.2957
H (1.785, -1.367, -3.525)  0.2809
H (1.549, -1.799, -1.065)  0.2186
H (3.108, -2.201, -1.732)  0.2409
H (0.853, -4.151, -1.128)  0.2847
H (2.378, -4.052, -0.254)  0.3589
H (2.386, -4.600, -1.921)  0.3430
H (-6.699, -2.096, -1.164)  0.2965
H (-7.106, -0.600, -1.948)  0.2832
H (-7.455, -1.860, -4.136)  0.4335
H (-7.394, -3.347, -3.170)  0.2856
H (-9.735, -1.371, -4.641)  0.3451
H (-12.113, -1.245, -3.937)  0.3654
H (-12.786, -1.969, -1.692)  0.3774
H (-11.109, -2.866, -0.137)  0.3852
H (-8.757, -2.991, -0.807)  0.3122
F (4.708, 1.254, -1.437)  -0.2083
C (5.095, 2.541, -1.323)  0.0894
F (5.774, 2.872, -2.447)  -0.2729
C (6.009, 2.753, -0.114)  0.7916
F (7.166, 2.079, -0.284)  -0.2768
F (6.310, 4.083, -0.124)  -0.3265
C (5.431, 2.460, 1.281)  -0.6672
O (5.744, 1.208, 1.869)  -0.2785
C (4.991, 0.090, 1.642)  0.7011
F (3.859, 0.360, 0.964)  -0.2819
F (4.615, -0.389, 2.854)  -0.3010
C (5.803, -1.021, 0.973)  0.2700
F (6.304, -0.608, -0.205)  -0.2238
F (4.989, -2.076, 0.739)  -0.2432
H (4.209, 3.178, -1.251)  0.2815
H (5.911, 3.182, 1.939)  0.4132
H (4.364, 2.673, 1.334)  0.3574
H (6.627, -1.332, 1.619)  0.2222
F (5.953, 1.142, 5.285)  -0.3040
C (4.835, 1.889, 5.278)  0.1333
F (4.852, 2.653, 4.155)  -0.2636
C (4.767, 2.812, 6.495)  0.9721
F (5.769, 3.715, 6.448)  -0.2696
F (3.595, 3.498, 6.359)  -0.3258
C (4.715, 2.156, 7.884)  -0.8275
O (5.923, 2.069, 8.618)  -0.3936
C (6.779, 1.004, 8.476)  0.7932
F (6.243, 0.018, 7.733)  -0.2750
F (6.995, 0.501, 9.710)  -0.3020
C (8.144, 1.441, 7.938)  0.1878
F (8.013, 2.047, 6.742)  -0.1989
F (8.921, 0.347, 7.778)  -0.2546
H (3.962, 1.231, 5.237)  0.2648
H (4.098, 2.826, 8.481)  0.4140
H (4.190, 1.201, 7.859)  0.3607
H (8.621, 2.129, 8.638)  0.2439